[1]
11 unconnected molecules or ions with the total composition C22H44Cl22 in a non-equilibrium geometry, computed with wB97M-V/def2-TZVPD.

```
88
Properties=species:S:1:pos:R:3:forces:R:3:mulliken_charge:R:1
H 3.8074 0.7342 1.9895 0.0 -0.1 0.0 -0.466
Cl -0.6901 0.4069 -3.4398 0.0 0.2 0.1 0.096
H -1.3490 -6.3302 0.8849 0.3 0.1 0.3 0.169
Cl -3.5005 -7.1531 0.8013 -0.2 0.0 0.2 -0.221
H -3.4326 -4.1136 1.3966 -0.2 -0.3 0.1 0.492
Cl -1.2020 -3.5234 1.0059 0.0 -0.1 0.2 -0.078
C -0.3338 0.8032 -5.1391 -0.1 0.1 -0.4 -0.684
H 6.1475 1.4729 2.5921 -0.2 0.2 0.0 0.370
H -5.2361 -0.7920 0.0680 0.3 0.1 0.2 0.318
H -0.7676 3.2992 -2.4326 -0.1 -0.1 -0.2 -0.417
Cl -4.4694 3.9359 4.3064 0.0 -0.1 0.0 -0.202
H -1.7072 2.5809 -0.2115 -0.1 0.2 0.0 -0.880
H -5.1307 0.5201 -1.1092 -0.1 0.0 -0.2 0.359
Cl 1.3741 -0.2473 2.3678 0.4 0.0 0.3 -0.309
C 0.4144 -0.5610 0.9211 -1.0 0.0 0.1 0.118
H 0.5463 0.2364 -5.4328 0.2 0.1 0.1 0.294
H -2.0036 4.5996 -2.4939 0.1 0.1 -0.1 0.505
H -2.8036 -4.5975 -0.1949 -0.3 -0.5 0.1 0.094
Cl -2.1859 0.5805 2.8215 -0.1 0.0 0.2 -0.140
C 1.3936 -3.6923 3.5135 -0.5 -0.3 0.0 0.028
H -2.3531 2.9357 2.6607 0.0 -0.1 0.1 0.033
Cl -1.6157 -2.9707 -3.5653 -0.1 -0.1 0.1 -0.176
Cl 1.5155 1.5458 -0.4483 -0.2 0.0 0.1 0.181
H -1.1726 0.4491 -5.7350 0.0 -0.1 0.1 0.380
Cl -0.2527 4.9721 -0.9105 -0.2 0.1 -0.1 -0.176
H 0.2850 2.1215 3.5355 0.1 -0.2 0.1 -0.210
C 4.6878 0.3272 1.5014 -0.3 0.4 0.0 0.488
C -1.4021 3.9639 -1.8536 0.3 -0.1 0.5 0.165
H -0.5171 0.4168 -0.6980 0.0 0.1 0.1 -0.947
Cl -3.0115 -0.3528 -0.6510 0.0 0.0 0.1 0.203
C -2.2794 3.1466 -0.9413 -0.2 -0.1 -0.2 0.940
Cl -1.7205 3.1306 -5.3684 -0.1 0.1 0.0 -0.190
Cl 1.7179 -4.2607 5.1703 0.4 0.1 0.1 -0.201
H 2.8950 -4.8005 2.4899 0.0 -0.2 -0.2 0.430
Cl 2.6052 4.9858 3.7218 0.1 -0.1 0.1 -0.197
H 0.3422 -5.0651 -3.1659 0.2 -0.1 0.0 0.446
H 0.1718 -2.1394 -2.2408 0.0 0.0 0.1 -0.333
C -2.6379 -4.6361 0.8774 0.7 0.8 -0.3 -0.629
H 2.7273 2.6867 3.2770 -0.1 -0.1 0.1 -0.012
H 4.9862 1.2299 -3.2087 -0.1 0.0 -0.1 0.388
H -4.6103 -1.2974 -2.8620 0.0 -0.1 0.0 0.266
Cl -4.5957 -3.1152 -1.3757 -0.3 -0.2 -0.1 -0.131
H 0.4651 2.7371 -4.5897 0.1 0.1 -0.1 0.173
H -0.5066 1.4037 0.7711 0.2 -0.1 0.2 -0.606
Cl 5.1766 2.8960 0.9600 0.0 0.2 0.0 -0.165
H 1.9189 -2.7611 3.3215 0.0 0.1 0.2 -0.019
C -4.7703 -0.4763 -0.8646 -0.5 -0.4 -0.1 -0.813
H -3.8165 2.1132 2.0954 0.0 0.0 0.0 0.375
Cl 3.0424 4.1918 -2.1863 0.1 -0.1 -0.1 -0.114
C 0.0639 -2.9497 -2.9522 0.1 -0.4 -0.6 0.077
C 5.7973 1.3482 1.5698 0.5 -0.4 0.1 -0.535
H 0.6889 -2.7944 -3.8283 0.1 0.3 0.1 0.357
H -2.8612 2.4328 -1.5220 0.1 0.0 -0.1 0.053
H -2.9954 2.2480 5.0442 0.1 0.1 0.0 0.298
H 4.4096 0.0914 0.4771 0.1 -0.1 0.0 0.186
Cl -3.4683 4.1713 -0.0805 0.1 -0.1 0.1 -0.192
H 1.6838 3.5270 2.1370 -0.1 0.0 0.0 0.097
C -2.2516 -5.9988 1.3843 -0.4 -0.2 -0.7 -0.232
H 1.0118 2.7851 5.0330 -0.1 0.0 0.0 0.446
C 4.0702 1.8156 -3.1197 0.4 0.1 0.3 -0.029
Cl 3.2436 1.7573 -4.6925 -0.1 0.0 -0.1 -0.210
C -5.1202 -1.5126 -1.9255 0.3 0.7 0.0 -0.497
C -3.0643 2.1443 2.8789 -0.3 0.1 -0.1 -0.283
Cl 2.0357 -4.2705 -1.7020 0.1 0.0 0.1 -0.205
H 5.0950 3.1106 -1.8072 0.1 0.1 0.0 0.094
H -4.4956 1.5752 4.3834 0.0 0.0 0.0 0.396
H 0.8840 -1.3089 0.2871 0.3 0.1 0.1 0.497
H -0.3024 -4.5772 -1.5962 0.1 0.0 0.2 -0.167
H 4.9656 3.7655 -3.4710 0.1 -0.1 0.0 0.389
Cl 1.0684 -6.2858 2.6881 0.0 -0.1 0.0 -0.196
H 6.6636 1.0616 0.9758 -0.1 0.0 -0.1 0.362
C 4.4610 3.2137 -2.6849 -0.4 -0.1 0.0 -0.382
C -0.1454 2.2914 -5.3683 -0.1 -0.4 0.1 -0.402
C -3.7166 2.3182 4.2352 0.1 -0.1 -0.1 -0.501
C 1.8135 -4.6860 2.4582 0.2 0.1 0.3 0.065
H 3.4331 1.3423 -2.3787 -0.1 0.0 -0.1 -0.152
C 1.9250 3.4186 3.1925 0.3 0.2 -0.4 0.007
Cl -0.5488 4.2444 4.0092 0.1 -0.1 0.1 -0.193
H 0.3170 -3.5487 3.5072 0.0 0.2 -0.3 0.154
H -2.1864 -6.0725 2.4620 0.1 0.0 0.0 0.336
H -0.5276 -0.9678 1.2926 0.1 -0.1 -0.1 -0.225
C 0.0629 0.6933 0.1828 0.5 0.0 -0.7 1.151
C 0.7373 2.9926 4.0031 -0.2 0.1 -0.1 0.084
C 0.3956 -4.3134 -2.3842 -0.5 0.2 0.1 -0.023
H -6.1942 -1.5201 -2.0970 0.0 -0.1 0.1 0.390
H 1.4869 -4.3447 1.4824 0.1 0.1 -0.1 -0.193
H 0.2893 2.4366 -6.3536 0.1 0.1 0.0 0.388
Cl 5.1294 -1.1719 2.3478 0.1 -0.1 0.0 -0.209
```
Positions in Å, forces in eV/Å.

Charge: 0
HOMO level, eV: -10.55
Kohn-Sham gap, eV: 10.74
SMILES: ClCCCl.ClCCCl.ClCCCl.ClCCCl.ClCCCl.ClCCCl.ClCCCl.ClCCCl.ClCCCl.ClCCCl.ClCCCl
Total energy, Ha: -10988.9561

***

[2]
3 unconnected molecules or ions with the total composition C3H8OS2 in a non-equilibrium geometry, computed with wB97M-V/def2-TZVPD.

```
14
Properties=species:S:1:pos:R:3:forces:R:3:mulliken_charge:R:1
H 1.5475 0.2707 1.0786 0.1 1.3 -1.0 0.295
H -2.3693 -2.7992 0.1003 2.9 1.3 -0.7 0.089
O 1.6586 0.0186 -0.9558 1.8 -5.5 -1.1 -0.538
S -0.4130 -1.7044 -0.3141 -3.1 -2.5 0.6 -0.297
H 1.6065 1.7696 -0.1386 0.8 0.6 0.7 0.349
H -0.6155 -0.5065 1.7701 0.2 0.3 -0.3 0.276
C -0.2682 0.9371 0.0885 -0.7 1.7 4.3 -0.425
C 1.2538 0.7897 0.0998 -0.9 -1.4 2.2 -0.386
H 1.7447 -1.0538 -0.7538 -0.2 4.2 -0.3 0.353
H -0.4481 1.6935 1.0030 0.2 -0.8 -2.4 0.321
C -0.9559 -0.3317 0.7432 1.0 -0.3 -1.4 -0.563
H -2.0204 -0.5059 0.7227 -0.3 1.2 -0.1 0.488
S -0.6180 1.5803 -1.5360 -0.4 -3.6 -0.7 -0.177
H -0.1027 -0.1580 -1.9080 -1.3 3.5 0.3 0.216
```
Positions in Å, forces in eV/Å.

Charge: 0
HOMO level, eV: -8.68
Kohn-Sham gap, eV: 6.42
Total energy, Ha: -990.4627

***

[3]
A single C3H7NOS2 molecule in a non-equilibrium geometry, computed with wB97M-V/def2-TZVPD.

```
14
Properties=species:S:1:pos:R:3:forces:R:3:mulliken_charge:R:1
H -0.0515 1.6697 -1.2917 0.4 -0.1 0.5 0.362
N 1.2269 -1.3129 -0.3315 -1.1 1.7 0.7 -0.506
H -0.5283 1.2584 0.9163 -0.7 0.2 0.5 0.317
H 1.1938 1.0695 1.2142 0.0 0.1 -0.3 0.448
C 0.2831 -0.5442 0.1338 1.0 -0.8 -0.6 0.985
O 0.6816 1.7185 -0.6488 0.1 0.8 -1.0 -0.488
H 2.6527 0.6174 -0.6656 -0.2 0.0 0.1 0.161
C 0.3935 0.9496 0.4724 0.3 -1.5 0.0 -1.035
S 2.7937 -0.7199 -0.6205 0.1 -0.3 0.0 -0.150
C -1.0697 -1.1892 0.2701 -0.3 -1.8 1.7 -0.647
S -2.3026 -0.4357 -0.8525 0.5 -0.7 -0.6 -0.202
H -1.4873 -1.1532 1.3554 0.8 0.1 -1.8 0.294
H -2.8631 0.3823 0.0018 -0.3 0.5 0.6 0.128
H -0.9227 -2.3102 0.0467 -0.5 1.8 0.1 0.333
```
Positions in Å, forces in eV/Å.

Charge: 0
HOMO level, eV: -8.79
Kohn-Sham gap, eV: 9.20
SMILES: OC/C(CS)=N\S
Total energy, Ha: -1044.8279

***

[4]
A single C19H20N2O3S molecule, computed with wB97M-V/def2-TZVPD.

```
45
Properties=species:S:1:pos:R:3:forces:R:3:mulliken_charge:R:1
H 2.7230 0.8449 -1.9485 -0.1 0.0 -0.1 0.396
C -1.7087 0.0569 2.7813 -0.1 -0.1 0.4 0.114
H 1.7864 -3.7285 2.1232 0.1 0.0 -0.2 0.342
C -3.8322 4.2442 -0.5582 0.0 0.0 0.0 -1.395
H 1.0919 0.9476 -2.6620 0.1 -0.1 0.1 0.292
H 2.2805 -4.3844 0.0607 0.0 -0.1 0.0 0.477
H 4.6375 -0.0953 -3.3285 0.1 0.0 0.1 0.312
H 3.7757 -1.6332 -3.4154 0.1 -0.1 0.0 0.185
C -2.0638 -0.1016 4.0860 0.2 -0.2 -0.1 -0.600
H -4.2804 0.7565 2.4885 -0.1 -0.1 0.0 0.479
H -3.4137 4.1843 -1.5614 0.0 0.0 -0.1 0.348
H 3.3498 -3.0190 0.4643 0.1 0.0 0.0 0.447
H -0.3361 1.7249 1.1655 0.1 0.0 0.0 0.464
S -1.2476 -1.3952 4.8909 0.1 0.1 -0.4 -0.259
H 2.9872 -3.4042 -1.2203 0.0 0.0 -0.1 0.368
C 1.0537 -2.9411 2.2033 0.0 -0.2 0.3 0.195
C 1.3860 -2.4275 -0.2091 0.1 0.2 -0.5 0.616
H 2.7225 1.0347 -4.4762 -0.1 0.0 0.0 0.362
C 2.5766 -3.3743 -0.2136 -0.2 0.1 0.1 -1.892
O 1.6319 -0.9035 -1.9894 0.0 -0.2 -0.4 -0.250
C -3.6148 1.3646 1.8927 0.2 -0.1 0.0 -0.752
O -0.3908 -0.5864 0.0523 -0.2 0.0 0.0 -0.683
C -1.9202 2.8994 0.3480 0.0 0.0 0.1 -0.754
C 1.9992 0.3389 -2.5959 0.2 0.5 -0.3 -0.607
C -2.2470 1.1129 1.9208 -0.2 0.2 -0.1 0.576
H 4.3113 -0.8389 -4.8965 0.1 -0.1 -0.1 0.379
O 2.4387 -0.2639 0.0131 0.1 0.0 0.0 -0.636
C 2.5835 0.0743 -3.9778 0.0 -0.2 0.4 -0.421
H 1.8659 -0.5111 -4.5545 -0.1 0.1 -0.1 0.285
H -2.7574 0.4970 4.6429 -0.1 0.2 0.1 0.563
C -0.7418 -0.9216 2.3921 0.1 -0.3 0.5 0.032
C -0.3934 -1.7685 3.4401 -0.3 0.5 -0.4 0.077
C -1.4007 1.8980 1.1429 -0.1 0.1 0.0 -0.409
H -4.9158 4.1869 -0.6256 -0.1 0.0 0.0 0.357
C 1.8534 -1.0409 -0.6940 0.2 -0.4 0.4 0.512
C -0.1623 -1.1645 1.0993 -0.2 -0.1 0.1 0.513
C 3.9115 -0.6693 -3.9000 -0.2 0.1 -0.1 -1.058
H -3.5645 5.2163 -0.1436 0.0 0.1 0.0 0.286
C -4.1263 2.3676 1.0912 0.0 0.1 -0.1 -0.726
C -3.2880 3.1474 0.3060 -0.1 -0.1 0.0 1.049
N 0.7702 -2.2241 1.0952 -0.1 0.3 -0.1 0.114
H 0.6128 -2.7751 -0.9052 0.2 0.1 0.1 0.214
H -5.1927 2.5440 1.0735 -0.1 0.0 0.0 0.306
H -1.2539 3.5017 -0.2531 0.1 0.1 -0.1 0.396
N 0.5029 -2.7707 3.3544 0.3 -0.5 0.4 -0.615
```
Positions in Å, forces in eV/Å.

Charge: 0
HOMO level, eV: -8.10
Kohn-Sham gap, eV: 8.65
SMILES: CCCOC(=O)[C@@H](C)n1cnc2scc(-c3ccc(C)cc3)c2c1=O
Total energy, Ha: -1469.4905